Arrangement 1

Here is a 2-piece molecular cluster, C9H18N2O overall from the Open Molecules 2025 dataset. Energies are from wB97M-V/def2-TZVPD.

Geometry as XYZ:
```
30
Properties=species:S:1:pos:R:3
O 4.975 -1.175 1.347
N -3.560 -1.082 0.726
N -1.199 0.249 -0.433
C -1.620 -1.101 -0.856
C 3.552 -0.783 -0.500
C -1.641 0.510 0.944
C 4.551 -1.522 0.245
C -3.127 0.258 1.160
C -3.100 -1.375 -0.630
C 1.402 2.296 0.015
C 2.909 0.287 -0.009
C 1.929 1.102 -0.765
H -1.085 -0.161 1.613
H 1.067 0.482 -1.075
H 2.365 1.440 -1.745
H -3.155 -1.773 1.359
H -3.722 0.990 0.609
H 0.926 1.988 0.961
H 2.227 2.980 0.286
H 3.361 -1.165 -1.501
H -3.358 0.378 2.230
H -1.398 -1.255 -1.911
H 3.123 0.575 1.025
H -1.670 0.931 -1.045
H -1.356 1.533 1.222
H -3.696 -0.765 -1.319
H 0.689 2.861 -0.579
H -1.016 -1.831 -0.286
H 4.950 -2.445 -0.247
H -3.321 -2.427 -0.841
```

Calculated values
Multiplicity ... 1
LUMO ... 0.3 eV
Orbital gap ... 0.320 Eh
SMILES ... CC/C=C/C=O.C1CNCCN1
E_HOMO ... -0.309 hartree

Here are the Löwdin charges for atoms 1 to 4, given in e: O 0.01; N -0.07; N -0.08; C -0.22



Arrangement 2

Here is a single C9H18N2O molecule from the Open Molecules 2025 dataset. Energies are from wB97M-V/def2-TZVPD.

Geometry as XYZ:
```
30
Properties=species:S:1:pos:R:3
O 2.662 0.842 0.586
N -0.129 -1.420 0.732
N -0.541 -0.229 0.887
C 1.585 -1.860 -0.282
C -1.529 -0.456 -1.319
C 2.507 0.452 -0.707
C -3.007 -0.451 0.757
C -1.726 0.138 0.079
C 1.184 -1.919 1.159
C -1.694 1.701 -0.083
C 2.502 2.253 0.518
C 1.983 -0.731 -1.093
H -2.398 -0.002 -1.865
H -2.788 -0.195 1.873
H -2.936 -1.572 0.646
H -0.789 -2.163 0.659
H -1.624 -1.599 -1.391
H -0.750 2.060 -0.244
H -3.937 0.140 0.334
H 2.824 1.204 -1.540
H -2.373 1.866 -0.921
H -0.668 -0.017 -1.600
H -2.027 2.366 0.809
H 1.221 -2.888 1.456
H 3.349 2.646 0.125
H 1.810 -1.223 1.767
H 2.004 -0.999 -2.205
H 1.575 2.401 -0.085
H 1.333 -2.851 -0.663
H 2.378 2.504 1.610
```

Calculated values
Multiplicity ... 1
LUMO (alpha / beta) ... 0.9 / 0.7 eV
Orbital gap (alpha / beta) ... 0.270 / 0.270 Eh
E_HOMO (alpha / beta) ... -0.238 / -0.245 hartree

Here are the Löwdin charges for atoms 1 to 4, given in e: O -0.14; N -0.10; N 0.04; C -0.10



The structure with the most favorable energy is arrangement 1; the runner-up is 5.311 eV above it.



Arrangement 1

Here is a single CH3N5 molecule from the Open Molecules 2025 dataset. Energies are from wB97M-V/def2-TZVPD.

Geometry as XYZ:
```
9
Properties=species:S:1:pos:R:3
N -0.887 -0.816 -1.384
N 0.890 0.587 1.505
N 0.003 -0.515 1.024
N 1.176 1.275 0.586
N 0.755 0.684 -0.659
C -0.117 -0.338 -0.394
H -0.621 -1.101 1.685
H -1.732 -1.335 -0.872
H 0.532 1.558 -1.490
```

Calculated values
Multiplicity ... 1
LUMO ... 0.6 eV
Orbital gap ... 0.353 Eh
SMILES ... N=c1[nH]nn[nH]1
E_HOMO ... -0.332 hartree

Here are the Löwdin charges for atoms 1 to 4, given in e: N 0.03; N -0.01; N 0.05; N -0.05



Arrangement 2

Here is a single CH3N5 molecule from the Open Molecules 2025 dataset. Energies are from wB97M-V/def2-TZVPD.

Geometry as XYZ:
```
9
Properties=species:S:1:pos:R:3
N 0.106 -1.025 -0.966
N -1.378 -0.433 0.384
N -1.051 -1.261 -0.563
N 0.591 0.227 -0.547
N -0.404 1.360 1.401
C -0.413 0.527 0.481
H 0.300 2.026 1.340
H 0.703 -1.771 -1.397
H 1.545 0.351 -0.133
```

Calculated values
Multiplicity ... 1
LUMO ... 0.5 eV
Orbital gap ... 0.342 Eh
SMILES ... [H]/N=c1/nn[nH][nH]1
E_HOMO ... -0.324 hartree

Here are the Löwdin charges for atoms 1 to 4, given in e: N -0.09; N 0.06; N 0.00; N 0.09



The structure with the most favorable energy is arrangement 2; the runner-up is 0.163 eV above it.



Arrangement 1

Here is a single C5H5N molecule from the Open Molecules 2025 dataset. Energies are from wB97M-V/def2-TZVPD.

Geometry as XYZ:
```
11
Properties=species:S:1:pos:R:3
N 0.258 -1.581 0.048
C -0.191 1.175 -0.015
C 1.099 0.663 -0.102
C 1.270 -0.713 0.024
C -1.254 0.285 0.088
C -0.977 -1.078 0.026
H 1.954 1.309 -0.272
H -1.784 -1.802 -0.068
H -2.277 0.634 0.200
H -0.365 2.247 -0.037
H 2.268 -1.140 0.109
```

Calculated values
Multiplicity ... 1
LUMO ... 1.1 eV
Orbital gap ... 0.393 Eh
SMILES ... c1ccncc1
E_HOMO ... -0.355 hartree

Here are the Löwdin charges for atoms 1 to 4, given in e: N 0.05; C -0.09; C -0.08; C -0.16



Arrangement 2

Here is C5H5N as an isolated structure from the Open Molecules 2025 dataset. Energies are from wB97M-V/def2-TZVPD.

Geometry as XYZ:
```
11
Properties=species:S:1:pos:R:3
N -0.355 -1.715 2.314
C -1.914 1.124 -0.845
C 0.081 0.014 0.390
C 1.399 -0.294 -0.367
C -1.061 0.389 -0.394
C -0.178 -0.935 1.474
H -0.399 1.203 0.568
H -2.766 1.340 -1.431
H 1.357 -1.266 -0.886
H 2.264 -0.330 0.304
H 1.572 0.471 -1.125
```

Calculated values
Multiplicity ... 1
LUMO ... 0.6 eV
Orbital gap ... 0.369 Eh
E_HOMO ... -0.348 hartree

Here are the Löwdin charges for atoms 1 to 4, given in e: N 0.15; C 0.12; C -0.34; C -0.05



Arrangement 3

Here is a 2-piece molecular cluster, C5H5N overall from the Open Molecules 2025 dataset. Energies are from wB97M-V/def2-TZVPD.

Geometry as XYZ:
```
11
Properties=species:S:1:pos:R:3
N 1.508 1.242 0.209
C 0.507 0.930 1.502
C 0.116 1.725 0.383
C -0.712 -1.626 -1.314
C -0.660 -1.688 -0.107
C 1.236 0.022 0.729
H 0.031 2.825 0.372
H 1.851 -0.847 0.835
H -0.756 -1.683 -2.384
H -0.511 -1.513 0.880
H -0.667 1.213 -0.232
```

Calculated values
Multiplicity ... 1
LUMO ... 0.4 eV
Orbital gap ... 0.321 Eh
SMILES ... C1=C2CN12.C#C
E_HOMO ... -0.305 hartree

Here are the Löwdin charges for atoms 1 to 4, given in e: N 0.06; C -0.06; C -0.22; C 0.04



Arrangement 4

Here is a single C5H5N molecule from the Open Molecules 2025 dataset. Energies are from wB97M-V/def2-TZVPD.

Geometry as XYZ:
```
11
Properties=species:S:1:pos:R:3
N 0.100 -1.728 1.766
C -1.019 -0.800 -0.588
C 0.341 1.230 -0.265
C -0.337 0.456 -1.117
C -0.466 -1.163 0.532
C 0.706 -0.688 1.261
H -1.915 -1.353 -0.844
H 0.881 2.141 -0.796
H -0.126 0.694 -2.144
H 1.540 -0.133 1.412
H 0.296 1.344 0.783
```

Calculated values
Multiplicity ... 1
LUMO ... 0.7 eV
Orbital gap ... 0.346 Eh
SMILES ... C=C/C=C1C=N\1
E_HOMO ... -0.318 hartree

Here are the Löwdin charges for atoms 1 to 4, given in e: N 0.20; C -0.08; C -0.06; C -0.15



The structure with the most favorable energy is arrangement 1; the runner-up is 4.328 eV above it.



Arrangement 1

Here is a single CH9N4P molecule from the Open Molecules 2025 dataset. Energies are from wB97M-V/def2-TZVPD.

Geometry as XYZ:
```
15
Properties=species:S:1:pos:R:3
P -0.120 0.371 -0.657
N -0.990 -0.245 -1.766
N -0.874 1.568 0.155
N 0.451 -0.677 0.631
N 1.397 1.177 -1.255
C -0.422 -1.678 1.178
H -0.978 2.381 -0.466
H 1.554 2.181 -1.044
H -0.758 1.670 1.180
H -1.373 -1.710 0.723
H 0.016 -2.675 1.218
H 2.182 0.514 -1.095
H -0.793 -1.525 2.184
H -0.411 -1.044 -2.202
H 1.121 -0.309 1.215
```

Calculated values
Multiplicity ... 1
LUMO ... 0.7 eV
Orbital gap ... 0.351 Eh
SMILES ... CNP(=N)(N)N
E_HOMO ... -0.324 hartree

Here are the Löwdin charges for atoms 1 to 4, given in e: P 0.43; N -0.23; N -0.11; N -0.19



Arrangement 2

Here is a 2-piece molecular cluster, CH9N4P overall from the Open Molecules 2025 dataset. Energies are from wB97M-V/def2-TZVPD.

Geometry as XYZ:
```
15
Properties=species:S:1:pos:R:3
P 0.671 0.968 0.169
N 2.185 1.253 -0.238
N 3.265 0.504 -0.087
N -2.012 -0.533 -0.777
N -3.163 0.286 -0.420
C 0.970 -0.684 1.021
H 1.343 -1.366 0.239
H -1.663 -0.988 0.049
H 0.024 -0.857 1.352
H 2.505 2.226 -0.445
H 3.124 -0.462 -0.011
H -3.636 0.416 -1.430
H -2.396 -1.287 -1.337
H -2.936 1.097 0.059
H 1.718 -0.573 1.857
```

Calculated values
Multiplicity ... 1
LUMO (alpha / beta) ... 0.6 / 0.3 eV
Orbital gap (alpha / beta) ... 0.288 / 0.296 Eh
E_HOMO (alpha / beta) ... -0.267 / -0.284 hartree

Here are the Löwdin charges for atoms 1 to 4, given in e: P 0.83; N -0.52; N -0.04; N -0.13



The structure with the most favorable energy is arrangement 1; the runner-up is 4.874 eV above it.